A cluster of 2 separate species, C2H7OP in total at a distorted geometry. Source: the OMol25 dataset; level of theory: wB97M-V/def2-TZVPD.

Positions of all 11 atoms, in Å:
C -1.2558 -0.6337 -0.2134
C -0.7848 0.7844 0.0004
O 2.7882 1.1870 -0.1267
P 1.7329 0.2519 0.2090
H -0.7039 -1.2421 0.5444
H -2.3593 -0.7085 -0.1922
H -0.9644 -0.7552 -1.3363
H -1.0071 0.9657 1.0699
H -0.9180 1.5312 -0.7621
H 1.8746 -0.4942 1.3934
H 1.5975 -0.8866 -0.5864

Cartesian forces, eV/Å:
C 1.00 0.87 -2.79
C 2.26 -1.62 2.70
O 1.33 1.27 -0.28
P -4.09 -0.65 -0.22
H -0.84 -0.18 -1.01
H 0.52 -0.16 0.40
H -0.39 -1.10 2.00
H 0.32 1.16 -0.82
H 0.04 0.25 0.09
H -0.16 0.36 0.55
H -0.01 -0.20 -0.63

Properties
Largest force on an atom = 4.148 eV Å⁻¹
M = 78.05 g/mol
Charge = 0
Kohn-Sham gap = 9.025 eV
Highest occupied orbital energy = -8.950 eV
LUMO level = 0.076 eV